Molecular formula: C7H11NO
Method: DFT, ωB97M-V/def2-TZVPD

Values from the calculation:
HOMO, eV: -9.6
Multiplicity: 1
E_tot, Eh: -403.176069
Orbital gap, eV: 10.35
E_LUMO, Ha: 0.0270
SMILES: C#C[C@@](C)(CC)NC=O
Energy relative to the best compared isomer or geometry (same formula, charge and spin), kcal/mol: 99.1

Last columns: bonded neighbours and bond lengths (Å).
Atoms and positions in Å:
1 C 0.811 2.831 -0.169  C2 1.216, H10 1.050
2 C 0.613 1.643 0.003  C1 1.216, C7 1.830
3 C 2.216 -0.999 -0.800  N8 1.376, O9 1.214, H11 1.063
4 C -2.086 0.082 -1.057  C6 1.491, H12 1.123, H13 1.099, H14 1.130
5 C 0.647 -0.393 1.732  C7 1.479, H15 1.209, H16 1.089, H17 1.149
6 C -1.466 -0.210 0.268  C4 1.491, C7 1.654, H18 1.032, H19 1.150
7 C 0.181 -0.099 0.360  C2 1.830, C5 1.479, C6 1.654, N8 1.455
8 N 0.855 -0.956 -0.603  C3 1.376, C7 1.455, H20 1.084
9 O 3.089 -0.288 -0.346  C3 1.214
10 H 0.733 3.828 -0.492  C1 1.050
11 H 2.607 -1.733 -1.462  C3 1.063
12 H -1.600 -0.130 -2.047  C4 1.123
13 H -2.522 1.090 -1.114  C4 1.099
14 H -2.952 -0.618 -1.248  C4 1.130
15 H -0.090 -1.256 2.150  C5 1.209
16 H 1.646 -0.810 1.857  C5 1.089
17 H 0.607 0.494 2.461  C5 1.149
18 H -1.819 0.355 1.056  C6 1.032
19 H -1.606 -1.296 0.620  C6 1.150
20 H 0.135 -1.534 -1.170  N8 1.084